No. 1
Below is a molecular structure, C20H27F6N10O4S2Zn in a non-equilibrium geometry, with properties calculated with the ωB97M-V functional and the def2-TZVPD basis.

Element x y z (Å)
O 1.7371 1.0166 1.0600
H 3.6834 1.8097 2.2572
C -1.8732 -0.8515 6.8118
H 4.6059 3.1467 3.1551
C -5.3610 -1.2557 -4.2826
H 0.9768 5.4363 -1.6600
C 0.8185 3.5902 3.9654
H -6.1865 0.7636 0.8855
N 0.8737 -0.9308 -0.0163
H 4.0931 1.0085 -2.2467
N 3.6919 -1.5056 -0.3784
H 0.7191 4.5833 3.5274
C -1.0975 -5.6495 1.1216
H -2.0568 -5.3008 0.7391
H 5.2782 -0.2316 -2.7185
H -3.4893 -1.1738 -3.3070
Zn 2.0400 -2.3297 0.5884
C -1.2020 0.1594 5.9670
S -0.4049 -1.2548 -1.2613
F 1.1909 0.4807 -2.3521
O -0.1683 1.4089 -0.5050
C 0.7625 -4.3601 -5.3076
C 4.3373 2.6803 2.2072
H 0.3444 4.7809 -3.0209
N 0.4399 -3.5790 1.3193
N 3.4679 4.6236 -3.3861
H -3.4918 -1.1485 -5.0167
H -4.4709 0.7340 0.5209
N -5.0517 -0.2607 3.5216
C -5.2060 1.0638 1.2550
C 1.7559 -4.6112 -6.3895
C -0.2680 -4.4765 1.2163
C 2.4162 4.5633 -2.8192
C 3.5949 3.5454 1.2423
C -0.7821 0.2136 2.0113
N 2.9711 4.1889 0.5235
N 2.2780 3.9283 6.2018
O -0.4918 -2.6973 -1.5797
N -6.4568 -1.6512 -4.4870
H -0.1700 3.2065 4.2178
H 1.4196 2.9369 3.3329
C -5.0976 0.2981 2.5629
H -0.1943 -0.1590 5.7001
H -0.2502 -4.3527 -5.7107
S 0.4719 0.4930 0.4545
H -0.6996 -6.4681 0.5218
H -1.0814 1.1289 6.4504
C 4.2311 -0.0478 -2.4779
F -0.3534 -0.8695 2.7178
C 3.8772 -0.8641 -1.2601
N 2.5956 -4.8091 -7.1828
H 3.6847 -0.3224 -3.3802
H 0.7413 -5.1612 -4.5687
H -1.4830 -5.8561 2.1200
N -2.4783 -1.6190 7.4655
F -0.6973 1.3068 2.8433
H -3.8545 0.3154 -4.1667
C -4.0345 -0.7595 -4.1551
O -1.7593 -0.7219 -0.9754
C 0.3039 -0.4013 -2.8083
H -5.2000 2.1518 1.3209
H 0.6311 3.6451 -1.7498
F 0.9786 -1.3332 -3.5434
F -2.0189 0.1117 1.5992
H -1.7618 0.2933 5.0414
H 0.9692 -3.3830 -4.8710
H 5.2164 2.3553 1.6507
F -0.7054 0.1354 -3.4723
C 1.6416 3.7737 5.2014
C 1.0598 4.5182 -2.2416

Output
F_max ... 7.8 eV/A
HOMO level (alpha / beta) ... -6.332 / -11.338 eV
Orbital gap (alpha / beta) ... 5.842 / 10.777 eV
E ... -130653.9977 eV
Energy above the lowest of the compared OMol25 structures with the same formula, charge and spin ... 1.884 eV
Multiplicity ... 2

***

No. 2
Below is C20H27FN4O4 in the gas phase, with properties calculated with the ωB97M-V functional and the def2-TZVPD basis.

Element x y z (Å)
H -3.0392 0.2468 -4.2393
C -0.7846 3.2937 -5.8618
C 2.6432 -0.1015 -2.4479
C 2.5432 1.9004 -3.8112
N -1.7487 2.4313 -6.1218
C 1.5784 -0.0911 0.1889
H -1.3909 0.3084 -1.1648
H 4.4435 -0.3547 -1.3153
H 2.0342 2.5363 -4.5223
H -2.0651 0.0505 1.2631
O 3.0907 -1.9830 0.0678
H 4.0030 -2.8069 1.6704
H -0.4245 3.5767 -7.6879
H -1.1580 -1.4614 1.3234
F 4.3764 3.3695 -3.8168
H 2.9082 -1.4658 2.0729
N -0.8615 2.6759 -1.6324
H 2.5735 -2.2447 -2.2605
H 0.1980 1.9400 1.4741
C 3.9187 0.2703 -2.0253
N 0.3400 0.4425 0.0015
H -3.4908 0.7790 -5.8800
O -2.9583 1.9711 -2.1332
H 2.2450 -3.0644 1.6207
H -1.9132 2.0010 -0.0081
H 0.0457 2.9042 -2.0100
C -1.7069 -0.7875 0.6631
C 3.8055 2.2316 -3.3668
H 1.0715 -2.1809 -0.1625
C 1.9662 0.7292 -3.3345
C -0.6021 3.4881 -4.4882
H 1.1289 2.3609 0.0631
H -0.4733 -1.1589 -1.0549
C -1.5524 2.6616 -3.9151
O 2.4611 0.5366 0.7472
C -3.3108 1.0988 -4.8585
C -0.8165 -0.3071 -0.4767
C -0.9977 2.5638 -0.1840
N -2.2188 2.0548 -4.9182
C -1.1402 3.9418 0.4531
H 0.0820 4.1648 -4.0065
H -1.9846 4.4711 0.0134
H 0.9711 0.4588 -3.6731
H -1.3077 3.8539 1.5270
O -0.0793 3.8922 -6.8435
H -0.2384 4.5371 0.2955
C 0.2179 1.8492 0.3836
C -1.8724 2.4069 -2.4897
H -2.5775 -1.3158 0.2728
C 1.9982 -1.3710 -1.9472
C 3.0489 -2.3407 1.4362
H 1.0121 -1.4618 -2.4036
C 1.8754 -1.4757 -0.4164
C 4.5061 1.4399 -2.4783
H -4.2009 1.5598 -4.4392
H 5.4911 1.7435 -2.1514

Output
F_max ... 0.4 eV/A
HOMO level ... -8.972 eV
Orbital gap ... 9.552 eV
E ... -38046.5857 eV
Energy above the lowest of the compared OMol25 structures with the same formula, charge and spin ... 0.269 eV

***

No. 3
Below is a molecular structure, C20H27IN3O4P in a non-equilibrium geometry, with properties calculated with the ωB97M-V functional and the def2-TZVPD basis.

Element x y z (Å)
H 2.5860 0.0151 -4.9596
H 3.8888 -0.3245 -4.0705
C 0.3080 -0.9937 0.0522
H 1.4998 0.3013 -3.1177
H -0.3390 -3.1900 -0.0750
O -0.0607 1.2038 4.0393
C -1.5857 2.8415 1.3680
C 1.0745 -1.9135 -3.0237
I -3.1905 -0.4656 3.1561
C -3.9065 0.6603 -2.4572
H -2.3307 2.1096 -3.1802
C -2.5918 1.3390 -2.4039
H 1.1619 -3.8146 -1.8387
N -1.3519 -2.5501 2.0801
C 1.1328 -2.7131 -1.6294
C 2.0805 -0.6773 -3.0720
H 1.2533 -2.6058 -3.9033
H 2.7172 -0.6436 -2.1468
H 1.1445 -1.2672 0.7591
H -0.0093 0.6552 4.8484
N -1.0972 2.0547 2.2066
C 1.9260 0.2322 3.2465
H -4.6111 0.9451 -3.2777
H -5.1609 -0.9085 -1.4428
H -0.6454 1.6065 -1.3953
C -0.1528 1.0506 1.6053
O -3.4762 -3.6080 1.9320
C 0.3798 0.3064 2.9611
C -1.6091 1.0380 -1.3256
H -0.9811 -2.1790 -1.4316
H 0.6463 -0.2555 -0.7414
H -3.5294 -1.3961 0.4102
H 2.0691 -2.3946 -1.0938
C -0.8174 -0.2446 0.8931
N 2.9506 -0.6815 -4.2948
C 2.6709 1.3321 0.2043
O -2.2413 3.4272 0.5994
H 2.4465 1.2201 3.2933
H 2.7438 0.2430 0.4929
H 0.0441 -1.4742 -3.2087
C 1.6032 3.5858 1.8031
H 1.8237 3.2541 2.8514
P 1.0459 2.1570 0.6687
C -3.2013 -0.6372 -0.3388
H 2.4885 4.0860 1.3017
O -0.3574 -0.8737 3.2557
H 0.7653 4.3377 1.7575
C -0.1281 -2.2920 -0.7131
H 3.5390 1.8346 0.7384
H 2.8780 1.4341 -0.8943
H 2.3814 -0.4849 2.4969
C -4.1876 -0.3435 -1.4218
C -1.8982 0.0477 -0.2385
C -1.3251 -1.0655 2.1779
H 2.0438 -0.2839 4.2509
C -2.5071 -3.0370 2.2459

Output
F_max ... 4.1 eV/A
HOMO level ... -8.608 eV
Orbital gap ... 8.515 eV
E ... -51222.6054 eV

***

No. 4
Below is a molecular structure, C20H27IrN5O2, with properties calculated with the ωB97M-V functional and the def2-TZVPD basis.

Element x y z (Å)
H -2.1168 -0.5847 2.6347
H -2.0007 -0.7655 -6.1825
H -0.2387 -2.7617 -1.1734
C 1.7923 3.1425 3.2882
O -0.4023 -0.3136 -2.0620
H -2.5030 1.0032 3.3148
C -2.7321 0.0441 -2.4184
C -3.0989 0.3718 -1.0448
C 2.8888 3.9264 2.9090
H 2.1162 -3.3823 -1.7097
H 3.4619 4.4458 3.6652
N 0.2209 -1.7436 2.1170
C -0.1615 1.7615 2.7788
O 0.7863 1.9601 0.0402
H -3.1122 1.8617 1.1345
H 0.5442 -1.2529 2.9437
N -2.3823 0.2591 0.0027
C 2.5088 3.4295 0.5908
H -4.1110 0.7745 -0.9428
H 2.7349 3.5358 -0.4625
C -1.3815 -0.2846 -2.8470
Ir -0.0676 -0.2201 0.2142
H -4.7381 0.3396 -3.0573
C -3.0070 0.7788 1.2312
H -0.5744 2.0580 3.7473
C -3.7317 0.0819 -3.3648
C 1.7402 -2.3959 -1.4278
N 2.3072 -0.2978 -0.3209
C 1.4080 2.5660 0.9459
H -0.1501 -0.8341 -4.5406
H -4.0011 0.3542 1.3768
H -0.3184 -3.9706 0.6423
H 4.0677 4.7021 1.2745
H 3.2048 -2.1319 0.1393
H -4.2909 -0.1748 -5.4237
H 2.9364 0.1624 0.3270
C -2.1241 0.4860 2.4306
C 2.8396 -1.6065 -0.7398
N -0.7876 0.9237 2.0575
H 1.3562 -4.3006 0.2217
C 3.2341 4.0706 1.5519
C 0.6591 -3.5059 0.4998
C 1.0549 2.4515 2.3566
H -0.7063 -2.0964 2.3338
C -3.4800 -0.2092 -4.7087
H 1.5111 3.0872 4.3335
C 1.0998 -2.8822 1.8131
C -2.1819 -0.5460 -5.1392
H 3.6846 -1.5069 -1.4223
H 1.0687 -3.6424 2.5952
H 1.4451 -1.8727 -2.3359
C -1.1606 -0.5897 -4.2403
H 2.2301 0.3153 -1.1280
N 0.5392 -2.5090 -0.5776
H 2.1196 -2.5115 1.7584

Output
F_max ... 0.6 eV/A
HOMO level (alpha / beta) ... -13.306 / -13.900 eV
Orbital gap (alpha / beta) ... 7.727 / 5.690 eV
E ... -35545.2507 eV
Multiplicity ... 6
Total charge ... +2

***

No. 5
Below is a molecular structure, C20H27MgN4S in a non-equilibrium geometry, with properties calculated with the ωB97M-V functional and the def2-TZVPD basis.

Element x y z (Å)
C -13.6642 -6.9019 10.1955
H -6.6145 -6.9419 17.8484
C -6.7927 -6.5381 10.3696
C -10.0306 -6.0362 16.0359
C -12.6481 -6.1826 9.5656
H -12.9864 -4.6154 12.7845
H -12.8275 -5.6564 8.6172
C -12.8053 -4.6754 13.8764
H -4.7868 -6.7646 10.1700
H -5.2715 -7.2770 7.6941
H -4.5941 -4.4020 8.4710
C -10.1034 -5.9256 9.4432
H -14.6872 -6.9633 9.7186
H -6.1892 -5.4880 14.3073
C -4.4102 -5.3191 7.9198
H -5.4363 -5.5979 15.8485
H -4.4956 -5.1374 6.8082
H -8.2563 -7.4370 17.6232
C -11.4213 -5.0454 14.3582
C -11.2566 -5.6085 15.5797
H -10.3391 -4.1875 12.6656
S -6.9106 -7.0777 12.0341
C -11.3468 -6.2769 10.1113
N -5.6247 -6.5518 9.6660
H -10.4579 -4.3750 7.9697
H -3.4453 -5.7055 8.1045
C -10.2905 -4.8212 13.5553
N -11.1431 -6.8526 11.3695
C -7.5144 -6.2891 15.8536
H -6.5926 -4.3293 15.5520
H -12.0164 -7.8261 12.9764
N -9.0325 -6.1249 10.2163
C -13.4684 -7.4643 11.4186
C -5.5234 -6.3791 8.2327
H -13.5412 -5.4249 14.3276
C -8.8792 -5.7990 15.2965
H -7.7393 -5.6955 17.9950
N -7.8751 -6.1027 9.6512
C -6.3966 -5.3459 15.3831
C -12.1970 -7.4434 11.9707
H -12.1541 -5.7227 16.1888
H -8.9500 -5.3074 7.8387
H -12.9796 -3.6515 14.2917
H -10.0112 -6.4141 17.0858
C -7.5536 -6.6041 17.4291
H -7.2674 -7.2620 15.3631
C -10.0197 -5.3867 8.0841
H -8.1701 -4.7109 13.4477
H -6.5782 -6.2447 7.8571
C -9.0116 -5.1394 14.0218
H -10.6049 -6.0155 7.3902
H -14.2892 -7.9773 11.9258
Mg -9.2876 -6.5558 12.1987

Output
F_max ... 3.3 eV/A
HOMO level (alpha / beta) ... -10.523 / -10.522 eV
Orbital gap (alpha / beta) ... 6.869 / 6.868 eV
E ... -43414.3786 eV
Energy above the lowest of the compared OMol25 structures with the same formula, charge and spin ... 0.362 eV
Total charge ... +1

***

No. 6
Below is a molecular structure, C20H27N2O2P2PdS, with properties calculated with the ωB97M-V functional and the def2-TZVPD basis.

Element x y z (Å)
H -3.5356 1.2226 0.2368
C 0.1325 3.5980 -4.4942
H 1.8077 -1.1034 -1.5552
C -1.2917 -4.1580 1.2229
H 0.1658 -6.9252 2.5108
H 1.8707 -3.0690 1.7525
C -0.3730 -1.8764 0.8159
C 1.0260 -3.7449 1.7413
C 1.1562 -5.0504 2.1929
H 2.1096 -5.4016 2.5646
C -0.2001 -3.2945 1.2603
H -2.4689 4.3557 -2.4609
H 0.5352 3.8626 -5.4626
H 2.3882 2.7401 -0.2222
H -3.8656 2.3997 -1.0603
C -1.1586 -5.4612 1.6729
H -0.8808 4.2249 0.9956
C -0.9160 2.9279 -2.0143
C -1.0316 4.2079 -4.0404
H 3.1922 2.0742 -1.6653
Pd -0.2966 0.7431 0.4052
H -2.2332 -3.7898 0.8365
C -1.5581 3.8778 -2.8016
H -2.2548 -0.9462 5.9781
C 0.0637 -5.9064 2.1605
C -2.4810 -1.1444 4.9283
C 0.7784 2.6533 -3.7124
H -3.4875 -1.5449 4.8448
H -2.3144 4.6147 0.0153
C -1.4292 -2.0553 4.2847
H 0.2918 -1.2936 3.1501
P -1.5308 2.3666 -0.3979
H -1.5309 4.9410 -4.6594
C -1.1025 0.1088 3.5699
H -1.8504 -2.6573 3.4780
C 2.5717 1.8360 -0.8001
S -0.4019 1.4535 2.7868
P 0.9946 1.1151 -1.3300
H 1.6856 2.1840 -4.0736
H -2.0058 -6.1337 1.6416
O 0.6521 -1.0990 0.9441
C 1.4407 -0.3653 -2.2692
H -0.9396 -2.7094 5.0013
N -2.3189 0.0780 4.1338
H 0.5524 -0.7631 -2.7580
C -3.1656 1.6461 -0.6977
O -1.4587 -1.4616 0.3889
H 2.2117 -0.1603 -3.0127
H -2.7598 0.9483 4.3823
C 0.2521 2.3159 -2.4705
C -1.8233 3.8421 0.6074
H -3.0742 0.8406 -1.4246
N -0.4992 -1.0644 3.7374
H -2.4540 3.5692 1.4523
H 3.0911 1.1145 -0.1687

Output
F_max ... 0.7 eV/A
HOMO level ... -11.296 eV
Orbital gap ... 8.367 eV
E ... -61144.4940 eV
Energy above the lowest of the compared OMol25 structures with the same formula, charge and spin ... 0.516 eV
Total charge ... +1

***

No. 7
Below is a gas-phase ion, C20H27N4O (charge +1), with properties calculated with the ωB97M-V functional and the def2-TZVPD basis.

Element x y z (Å)
C -0.1618 0.9839 3.1025
H 0.4129 2.8638 3.9401
H -0.4249 0.7390 -4.1647
H 0.7835 0.5097 3.3318
H 0.6711 0.6126 0.8824
H 2.4793 -1.1111 0.1559
H -0.7648 -1.5567 -2.5805
C -1.1698 0.2488 2.4834
H -0.6343 -3.7822 1.3713
C -0.7907 0.9819 -3.1661
O -1.8034 -0.1667 -0.8015
H 1.7346 3.1266 -2.3521
H -0.3512 -1.6861 2.8582
H -1.9104 2.2197 -0.6349
C 1.4049 0.9769 -2.1427
H 0.9338 -5.6592 1.2405
C 2.5837 -4.4568 0.5974
H 2.0548 0.4137 -1.4745
C 0.8083 -2.3181 0.7550
C -2.6026 2.1787 2.5824
H -3.5597 2.6383 2.3910
C -0.3725 2.3065 3.4530
H -1.7992 2.8993 -2.9068
H -1.8675 -1.6949 1.9355
C -2.3907 0.8582 2.2238
C 1.2329 2.4384 -1.6707
H -0.4766 2.3655 0.3839
N 0.0807 0.3216 -2.1672
C -0.6240 0.4979 -0.7223
C -0.8372 2.0269 -0.5903
C 0.3858 -3.6082 1.0676
H 1.6543 2.5850 -0.6755
N -0.1432 -1.2679 0.8010
C 1.2721 -4.6656 0.9915
H 0.7510 -1.2175 -3.4309
H 0.7797 -1.6085 -1.7007
C 0.2202 -1.1036 -2.4875
H 4.0300 -2.9989 -0.0061
H 1.8196 0.9309 -3.1515
H -1.6843 -1.0369 -0.3677
H -1.7611 3.9338 3.4729
H -1.7936 0.5688 -3.0475
H 3.2718 -5.2846 0.5391
N -0.1733 2.7781 -1.6258
C -0.7828 2.5046 -2.9108
C -1.5937 2.9061 3.1914
C 2.1284 -2.1104 0.3686
C -0.9144 -1.1740 2.0720
C 3.0070 -3.1769 0.2882
H -0.2172 3.0352 -3.6773
H -3.1822 0.2949 1.7519
N 0.2867 -0.0607 0.2236

Output
F_max ... 0.8 eV/A
HOMO level ... -11.445 eV
Orbital gap ... 9.396 eV
E ... -29179.4333 eV
Energy above the lowest of the compared OMol25 structures with the same formula, charge and spin ... 0.000 eV
Total charge ... +1

***

No. 8
Below is C20H27N5S in the gas phase in a non-equilibrium geometry, with properties calculated with the ωB97M-V functional and the def2-TZVPD basis.

Element x y z (Å)
C -0.3139 -2.2587 -1.3257
C 3.7193 1.5801 -0.3203
C -0.0948 -3.2487 -2.4622
C -1.0996 -2.8865 -0.1766
C -3.5194 -0.7945 0.5608
H 4.0608 2.4607 0.2310
H 6.8039 -2.5541 0.8645
H -1.0481 -3.5910 -2.8593
N -0.4401 0.8330 0.1828
N -1.3550 2.9243 -0.5302
H 0.6523 -1.9117 -0.9520
H 1.8480 0.4817 -0.5506
C 6.0307 -0.6644 1.5753
C -3.9745 0.4769 0.1355
H 4.8975 1.1404 1.9254
H -7.2789 -0.1264 0.1735
C -4.4147 -1.8118 0.8437
H -2.0763 -3.2141 -0.5400
H 5.4633 -2.5247 -1.2673
H -0.3283 -1.5013 1.2943
S 1.2387 2.7811 -0.4141
H -0.5651 -3.7644 0.1922
H 6.8986 -0.1083 1.2189
C -1.6914 0.4173 0.2603
C 5.6221 -1.6160 -0.6839
N -2.5874 2.5141 -0.4457
H -6.4821 -2.3197 0.9105
C 4.7847 0.1978 1.3848
C -5.7645 -1.5419 0.6956
C -1.2936 -1.9150 0.9913
H 5.0647 -2.5462 1.1759
C -6.2176 -0.2943 0.2764
H 0.4619 -4.1155 -2.1123
C 5.8947 -1.9567 0.7773
H 3.9117 -0.3377 1.8009
C -5.3315 0.7274 -0.0076
H 0.4653 -2.7839 -3.2697
H -1.7434 -2.4330 1.8437
H 6.4794 -1.0838 -1.0977
H 4.2163 -0.4423 -1.8293
N 4.6206 0.4937 -0.0243
H 2.1088 1.1316 1.0841
N -2.1335 -0.7999 0.6377
C -2.7966 1.2699 -0.0613
H 3.7993 1.8021 -1.3884
H -0.8531 -1.3880 -1.7047
C -0.3527 2.1044 -0.2304
H -4.0790 -2.7842 1.1699
C 4.3918 -0.7172 -0.7865
H 6.1691 -0.8807 2.6361
H -5.6689 1.6987 -0.3318
H 3.5100 -1.2762 -0.4223
C 2.2469 1.3190 0.0199

Output
F_max ... 1.2 eV/A
HOMO level ... -8.227 eV
Orbital gap ... 8.252 eV
E ... -39464.1638 eV
Energy above the lowest of the compared OMol25 structures with the same formula, charge and spin ... 0.092 eV